20
Properties=species:S:1:pos:R:3:forces:R:3:nbo_charge:R:1 method="wB97M-V/def2-TZVPD" homo_lumo_gap_ha=0.338 spin_multiplicity=1 charge=0 lumo_energy_ev=0.39
C 0.35187 0.91783 0.28444 -0.386 0.843 0.349 -0.43
C 0.18084 0.14747 1.60940 -0.822 0.058 -0.279 -0.43
C 1.40610 -0.77917 1.70001 0.192 0.126 0.405 -0.23
N 2.28452 -0.43612 0.58650 0.409 -0.426 -0.118 -0.63
C 1.45394 0.13934 -0.43875 -0.332 0.410 -0.545 -0.23
H 0.59123 1.98206 0.42894 0.485 -0.347 0.187 0.20
H -0.60980 1.00141 -0.22177 0.039 -0.369 -0.373 0.21
H 0.00486 0.79237 2.47955 0.394 -0.081 -0.207 0.21
H -0.74196 -0.42794 1.50870 0.060 -0.215 0.210 0.20
H 1.90733 -0.65774 2.65993 0.184 -0.090 -0.073 0.20
H 1.11446 -1.83467 1.61819 -0.018 0.201 0.001 0.18
H 3.07425 0.15262 0.79780 -0.157 0.088 0.384 0.36
H 2.03927 0.75441 -1.12795 -0.030 -0.071 0.108 0.20
H 1.00667 -0.66049 -1.03548 -0.057 -0.131 -0.059 0.17
O -1.96885 1.49871 -2.82116 0.264 -0.256 -0.222 -0.93
H -1.64383 0.60075 -2.69578 -0.121 -0.042 0.227 0.46
H -1.50497 1.75044 -3.62733 -0.122 0.289 -0.013 0.47
O -3.10718 -1.81173 -0.24371 0.316 0.009 0.102 -0.94
H -3.63170 -1.61512 -1.02366 0.036 0.074 -0.081 0.47
H -2.20704 -1.51443 -0.43787 -0.335 -0.070 -0.001 0.47